Record 1
# C34H33LiN3OP

A molecular structure, C34H33LiN3OP (wB97M-V/def2-TZVPD, the Open Molecules 2025 dataset).

For the total energy, the calculation gives -51805.6457 eV. The value obtained for the HOMO energy is -7.075 eV. As for the multiplicity: 1. The HOMO-LUMO gap is 7.3518 eV.

Each line ends with the Mulliken charge.
Element x y z (Å)
C  -1.7990  0.7865  1.1537  0.01
H  3.1044  -1.1664  4.8074  0.44
H  4.4345  0.9076  4.8704  0.40
P  -1.0758  0.6747  -0.5250  1.77
C  -2.7149  -0.9563  -2.2057  -0.69
H  -3.6730  -0.1694  0.7164  0.52
C  1.9240  -3.5326  -2.0239  -1.20
H  -3.2046  -4.3043  -2.2838  0.36
C  -3.1804  2.5501  -1.0279  -0.90
C  -3.1955  -2.1924  -2.6223  -0.66
H  1.6615  -2.7575  1.8476  0.26
C  1.1138  -3.4333  -3.1473  -0.96
C  -0.3041  1.6738  -3.3065  -0.39
C  -3.8893  3.4315  -1.8324  -0.83
C  1.7570  -2.2478  2.8009  -0.85
H  4.7353  2.2299  2.8068  0.44
C  -3.0694  0.3090  1.4785  -0.37
H  -4.7931  3.8938  -1.4573  0.44
H  1.7163  2.3785  0.1588  0.02
H  -0.8541  -1.9695  0.4320  0.22
H  -0.0558  -1.0941  2.5296  -0.02
N  2.2858  -0.6942  0.3158  0.50
H  -0.0067  -1.6570  -3.9024  0.47
C  -1.0076  1.3476  2.1536  -0.56
H  2.4571  -4.4019  -1.6670  0.49
C  -2.0250  1.9300  -1.4899  0.14
C  -1.5650  2.2451  -2.7833  0.41
H  -4.5364  0.0543  3.0169  0.43
H  -4.0058  4.3871  -3.7492  0.39
C  -2.2926  3.1125  -3.5895  -0.50
H  2.8665  3.4771  -0.6020  0.37
C  -3.5485  0.4248  2.7734  -0.67
C  -2.0023  -3.2647  -0.8361  -0.48
H  -1.9367  3.3400  -4.5878  0.48
C  -2.7602  1.0071  3.7584  -0.66
H  1.7693  0.7116  -3.8563  0.32
C  3.2547  -0.5939  3.8981  -0.58
H  -3.5399  2.3435  -0.0301  0.41
O  1.9217  1.2633  -3.0679  -0.32
H  -0.3198  -2.6562  3.3244  0.42
Li  1.3328  0.1978  -1.1424  1.04
H  -3.1383  1.1003  4.7688  0.39
C  4.1586  1.3113  2.7785  -0.52
C  2.8758  -0.3127  1.5336  -0.97
C  2.5381  -1.8442  -0.2229  -0.25
C  -1.8741  -0.8696  -1.1018  0.30
H  0.4011  -1.3074  4.2188  0.44
C  2.6840  -1.0538  2.7157  0.73
H  3.2856  -2.5174  0.2071  0.48
H  -3.8457  -2.2581  -3.4861  0.41
H  4.7698  2.2173  0.3767  0.54
N  0.7509  1.8121  -2.6235  -0.12
H  -1.7152  -4.1627  -0.3042  0.44
C  3.7862  1.7453  0.3465  -0.90
C  1.9052  -2.2645  -1.4159  0.18
C  -1.4873  1.4603  3.4515  -0.43
C  -2.8377  -3.3444  -1.9434  -0.70
H  3.7511  1.1261  -0.5504  0.28
C  2.7049  2.8311  0.2617  -0.80
C  -3.4515  3.7053  -3.1174  -0.68
H  0.8826  -4.2141  -3.8553  0.45
C  3.6094  0.8898  1.5768  0.76
H  -0.3145  1.1493  -4.2687  0.38
H  -0.0046  1.6839  1.9130  0.25
H  -0.8591  1.8875  4.2230  0.47
N  1.1160  -1.3974  -2.1397  0.21
C  -1.5221  -2.0374  -0.4207  -0.21
H  2.1604  -2.9657  3.5175  0.52
C  0.3582  -1.8038  3.2481  -0.92
H  -3.0190  -0.0590  -2.7298  0.37
C  3.9944  0.5739  3.9394  -1.00
H  2.7082  3.4423  1.1651  0.39
C  0.6494  -2.1094  -3.1689  -0.56

=====

Record 2
# C34H33MnN4OS2

A molecular structure, C34H33MnN4OS2 (wB97M-V/def2-TZVPD, the Open Molecules 2025 dataset).

As for the charge: +2. For the total energy, the calculation gives -96781.2077 eV. The value obtained for the HOMO energy (spin up / spin down) is -13.812 / -13.866 eV. As for the multiplicity: 5. The HOMO-LUMO gap (spin up / spin down) is 7.5483 / 7.6294 eV.

Each line ends with the Mulliken charge.
Element x y z (Å)
C  0.0092  0.9739  4.5555  -0.94
C  1.7504  1.0573  2.4530  0.22
C  -4.3496  0.8323  -0.1451  0.87
C  -1.4321  3.3868  -0.1264  0.59
C  -0.0632  -3.4301  -2.1600  -0.20
H  2.2544  -3.6979  0.5659  0.34
C  2.2490  1.1647  3.7359  -0.82
N  -2.0509  1.0806  0.1782  0.87
N  1.9599  1.1430  0.0718  1.80
H  4.5604  1.0690  2.1643  0.59
H  2.1229  -5.4328  2.3634  0.41
H  1.5649  1.0284  -5.6704  0.49
C  3.9604  1.1454  -1.1696  -0.49
H  1.3458  -1.7958  1.9441  0.46
C  -1.7902  4.7266  -0.2371  -1.13
C  -0.8043  5.6983  -0.1924  -0.90
H  -1.5600  0.7737  -2.7529  0.44
H  -1.4857  -1.9292  -1.4968  0.57
C  -1.0869  -4.3472  -2.8224  -1.41
H  3.1897  1.2075  -3.8040  0.50
H  -2.8295  5.0140  -0.3434  0.48
H  0.7578  -4.5990  3.0987  0.36
C  2.6229  1.1071  1.2328  0.22
H  -1.4637  0.7770  2.9910  0.46
H  0.7549  -4.0130  -1.7381  0.33
H  -2.2406  -1.5528  1.0344  0.59
H  0.3834  -2.7594  -2.8947  0.35
H  1.2938  6.0852  -0.0158  0.48
H  -1.5065  -5.0563  -2.1073  0.35
S  -4.0724  2.5061  -0.5123  -0.31
H  4.4813  1.1436  -2.1150  0.58
C  -4.3423  -1.7956  0.6676  -0.85
H  -0.7122  0.9388  5.3591  0.49
C  -0.1244  0.8808  -4.3565  -1.07
N  0.4323  0.9116  2.2123  0.90
C  2.1341  1.1060  -3.6011  -0.93
C  -3.1524  -1.0982  0.6688  -0.17
H  0.6724  -4.4679  0.5886  0.23
H  -6.4752  0.6073  -0.4565  0.46
C  -5.5522  0.1302  -0.1569  -0.68
H  1.7270  1.1995  5.8202  0.48
C  0.5240  5.3252  -0.0430  -0.89
C  -0.5142  0.8612  -3.0285  -0.36
Mn  0.0037  1.0091  0.0901  -0.98
H  3.3077  1.2954  3.9053  0.50
C  -0.4130  0.8797  3.2389  -0.43
C  1.3618  1.1172  4.8055  -0.77
H  -1.9119  -3.7784  -3.2551  0.34
O  1.7413  -1.5942  -0.9364  -0.66
C  -3.1527  0.2249  0.2332  -1.16
C  2.5769  1.1312  -1.1131  0.19
C  1.6678  1.0687  -2.3023  0.60
C  1.2228  1.0070  -4.6446  -0.76
C  0.7013  -2.4507  1.3509  -0.90
N  0.3548  0.9512  -2.0243  0.49
H  -0.2703  -2.5107  1.8496  0.50
S  0.4583  -1.5577  -0.1884  1.04
C  1.3438  -3.8179  1.1540  -0.30
H  -4.3621  -2.8216  1.0093  0.46
C  4.6704  1.1350  0.0200  -1.51
H  1.9281  3.7331  0.1878  0.45
C  -5.5321  -1.1901  0.2433  -0.64
C  -0.0920  3.0001  0.0475  0.92
H  -0.8643  0.8021  -5.1399  0.50
C  -2.4143  2.3069  -0.1388  1.02
H  -6.4518  -1.7582  0.2497  0.43
C  4.0053  1.1036  1.2387  -0.56
H  -1.2373  -3.2313  -0.3300  0.77
C  1.6607  -4.4572  2.5027  -1.43
H  2.3531  -3.8399  3.0774  0.34
C  0.8804  3.9847  0.0734  -0.29
C  -0.7402  -2.6043  -1.0717  -1.27
H  -1.0696  6.7434  -0.2692  0.44
H  5.7519  1.1330  -0.0006  0.47
H  -0.6208  -4.9199  -3.6224  0.41

=====

Record 3
# C34H34N7Sc

A molecular structure, C34H34N7Sc (wB97M-V/def2-TZVPD, the Open Molecules 2025 dataset).

For the total energy, the calculation gives -66941.8799 eV. The value obtained for the HOMO energy (spin up / spin down) is -7.252 / -4.956 eV. The value obtained for the relative energy (zero: lowest compared OMol25 entry of this formula, charge and spin) is 0.239 eV. As for the multiplicity: 1. The HOMO-LUMO gap (spin up / spin down) is 7.1040 / 4.8860 eV.

Each line ends with the Mulliken charge.
Element x y z (Å)
C  0.3776  4.8694  -1.2711  0.54
C  -0.6568  -4.2929  0.7746  -0.30
C  -0.1694  -2.6670  -0.9151  0.15
N  2.0873  3.1986  -1.7500  -0.58
N  1.7534  0.8408  -2.1173  0.28
C  0.1398  -1.1804  3.3842  -0.11
H  -2.2363  -5.2709  -1.7050  0.28
Sc  -0.1935  0.7174  -1.0139  -0.06
H  -0.7716  1.1540  1.7551  0.56
C  -1.3452  -5.8722  -1.5124  -0.64
H  4.0319  -1.3724  -3.2713  0.41
H  -5.1322  2.5592  -1.3993  0.45
H  5.5318  0.6627  -2.9982  0.41
H  1.7876  -1.4231  1.1397  0.03
H  2.1584  6.0879  -1.2518  0.52
H  0.4919  -6.0919  0.8136  0.35
C  -4.5410  1.6786  -1.6051  -0.65
H  2.2282  2.2716  1.0552  0.23
H  -4.6535  -1.5583  -2.5711  0.40
H  -0.8535  -2.6377  4.5982  0.39
H  -1.5698  8.0832  -0.4643  0.40
C  4.4744  0.7148  -2.7709  -0.37
H  -2.2450  -1.2546  -2.2777  0.50
H  -0.1165  -1.6109  6.7319  0.38
H  -2.8115  5.9448  -0.7093  0.52
H  -1.6877  -3.9546  0.9119  0.36
H  -0.0252  -3.7778  1.4984  0.34
H  3.1633  -0.5848  1.8647  0.47
C  -5.1003  0.4999  -1.9663  -0.26
N  -2.6890  3.0676  -1.2595  -0.60
C  1.2937  0.5397  1.9657  3.56
H  -1.3066  -6.6295  -2.2958  0.39
H  1.9312  1.4345  4.5414  0.39
C  1.0828  6.0700  -1.1345  -0.26
C  1.3272  0.5374  4.5386  -0.25
C  -1.4192  3.4634  -1.3171  -0.38
H  4.4981  2.7864  -2.2526  0.45
H  1.6800  -1.1557  -2.6542  0.42
C  -3.1180  1.8348  -1.5133  0.45
C  2.5215  1.9807  -2.0586  0.36
C  -1.4255  -6.5245  -0.1161  -0.56
C  1.9995  1.9017  2.0570  -2.19
C  -0.5560  -5.8001  0.9155  -1.13
H  -0.8525  -6.0768  1.9273  0.43
C  -2.9220  -0.4337  -2.0893  -0.22
H  -0.0889  -4.4653  -2.5977  0.47
C  -0.1303  -4.9690  -1.6336  -0.74
H  2.9426  1.8228  2.6056  0.48
H  -2.4630  -6.5210  0.2217  0.30
C  -0.2336  -1.7490  4.5890  -0.75
C  -1.0109  4.8295  -1.1199  0.49
C  0.3650  7.2077  -0.8454  -0.58
H  1.3734  2.6472  2.5498  0.46
H  -0.2009  -1.6189  2.4513  0.43
C  3.6498  -0.4277  -2.9135  -0.79
C  0.9274  -0.0271  3.3340  -0.74
C  -1.0392  7.1672  -0.6922  -0.58
N  -0.2968  2.7081  -1.5815  -0.07
C  0.8118  3.5280  -1.5557  -0.49
H  0.8799  8.1534  -0.7312  0.40
H  0.7997  -5.5270  -1.5103  0.30
H  2.5509  -0.0671  0.2941  0.16
N  -2.3236  0.7278  -1.6992  -0.02
C  -4.2612  -0.6050  -2.2485  -0.96
N  -0.1990  -3.9271  -0.5886  0.15
H  1.2764  0.4317  6.6792  0.37
N  -0.1443  -1.5472  -1.2049  -0.20
C  0.0395  0.7432  1.1410  -1.23
C  -1.7367  5.9887  -0.8261  -0.27
C  2.2535  -0.4443  1.2759  -1.08
H  -6.1762  0.4093  -2.0487  0.39
C  2.3401  -0.3037  -2.5731  -0.30
C  0.1766  -1.1734  5.7863  -0.44
C  3.9214  1.8786  -2.3572  -0.57
H  -1.1203  -7.5699  -0.1662  0.32
C  0.9552  -0.0298  5.7538  -0.80